A 2-piece molecular cluster, C4H8O2 overall, computed with ωB97M-V/def2-TZVPD.

ORCA input file:
```
! RIJCOSX wB97M-V def2-TZVPD def2/J DEFGRID3
* xyz 0 1
O 0.290 1.238 -0.233
H -1.025 -0.837 1.259
H 2.307 1.293 -0.217
H -2.056 1.809 -0.873
O 2.802 0.475 -0.039
C 0.435 0.051 -0.008
C -0.727 -0.880 0.205
H 1.928 -1.044 1.053
H -0.477 -1.918 -0.035
H -1.590 -0.572 -0.417
H 1.940 -1.287 -0.696
H -2.910 1.196 0.498
C 1.836 -0.519 0.089
C -2.753 0.996 -0.586
*
```

Its molar mass is 88.11 g/mol. Its energy above the lowest of the compared OMol25 structures with the same formula, charge and spin is 127.9 kcal per mole. As for the HOMO energy (alpha / beta): -9.55 / -9.50 eV. For the gap between HOMO and LUMO (alpha / beta), the calculation gives 8.70 / 8.67 eV. The calculation puts the electronic energy at -8367.7339 eV. The value obtained for the LUMO energy (alpha / beta) is -0.848 / -0.831 eV.